This record from the Open Molecules 2025 dataset describes a cluster of 6 separate species, C50H48F7NO24PS in total at a distorted geometry. The level of theory is ωB97M-V/def2-TZVPD.

As for the LUMO energy: -5.29 eV. The highest occupied orbital energy is -0.3967 hartree. The charge is +1.

Atoms and positions in Å:
C 5.738 -7.100 -0.984
C 4.512 -6.111 -0.835
C 3.190 -6.952 -0.569
O 2.401 -7.189 -1.741
C 1.647 -6.059 -2.165
C 0.442 -5.689 -1.224
C 0.725 -4.660 -0.201
C 2.121 -3.960 -0.069
O 2.705 -4.146 0.948
O 2.599 -3.161 -1.084
C 1.529 -2.427 -1.720
C 2.011 -1.153 -2.510
C 3.490 -0.756 -2.262
F 4.373 -1.642 -2.804
F 3.741 -0.516 -0.942
F 3.724 0.445 -2.910
C -0.407 -4.344 0.680
C -0.142 -3.272 1.788
C 0.160 -3.973 3.177
O -0.839 -3.704 4.163
C -1.703 -4.988 0.501
P -2.982 -4.465 1.762
S -3.326 -6.044 2.880
N -1.945 -5.922 -0.516
C -3.241 -6.550 -0.756
F -4.316 -6.076 -0.076
F -3.609 -6.262 -2.074
C -3.272 -8.132 -0.480
F -2.583 -8.388 0.672
F -4.589 -8.467 -0.220
C -0.893 -6.297 -1.355
C -0.965 -7.356 -2.481
C -0.108 -8.688 -2.215
C 0.229 -8.981 -0.711
H 5.698 -7.905 -0.207
H 5.759 -7.538 -2.014
H 6.661 -6.498 -0.766
H 4.438 -5.432 -1.718
H 4.731 -5.485 0.075
H 2.606 -6.547 0.305
H 3.547 -7.963 -0.228
H 1.320 -6.284 -3.216
H 2.372 -5.203 -2.281
H 0.946 -3.065 -2.444
H 0.777 -2.086 -0.954
H 1.833 -1.344 -3.600
H 1.385 -0.257 -2.253
H 0.759 -2.644 1.561
H -0.983 -2.531 1.858
H 0.358 -5.061 2.991
H 1.132 -3.556 3.572
H -0.825 -4.485 4.748
H -2.576 -3.428 2.630
H -4.236 -4.098 1.187
H -2.976 -8.746 -1.357
H -0.564 -6.856 -3.405
H -1.980 -7.703 -2.765
H 0.805 -8.633 -2.865
H -0.702 -9.554 -2.620
H -0.665 -9.447 -0.237
H 0.667 -8.130 -0.145
H 1.020 -9.784 -0.715
C 3.549 2.837 -7.102
C 3.666 1.625 -6.552
C 2.625 0.570 -6.755
O 2.781 -0.530 -6.248
C 1.452 0.909 -7.555
C 1.332 2.123 -8.104
C 2.386 3.169 -7.923
O 2.244 4.253 -8.455
O 0.262 2.459 -8.841
O 4.724 1.295 -5.792
H 4.296 3.607 -6.964
H 0.698 0.144 -7.680
H 0.417 3.382 -9.121
H 4.571 0.370 -5.519
C 0.851 3.918 2.724
C 0.269 3.449 1.618
C 0.960 2.473 0.723
O 0.381 2.055 -0.268
C 2.315 2.060 1.074
C 2.904 2.530 2.179
C 2.201 3.485 3.090
O 2.768 3.872 4.091
O 4.150 2.166 2.523
O -0.973 3.833 1.258
H 0.359 4.623 3.380
H 2.811 1.367 0.408
H 4.344 2.640 3.357
H -1.165 3.355 0.427
C 5.559 6.283 4.079
C 5.568 7.332 3.250
C 6.465 7.375 2.054
O 6.427 8.341 1.316
C 7.360 6.241 1.826
C 7.352 5.194 2.657
C 6.436 5.140 3.837
O 6.449 4.157 4.557
O 8.167 4.140 2.470
O 4.772 8.396 3.451
H 4.913 6.240 4.945
H 8.016 6.291 0.968
H 7.968 3.523 3.200
H 4.966 9.011 2.718
C -4.279 5.949 4.686
C -5.569 5.723 4.957
C -6.346 4.671 4.234
O -7.514 4.487 4.526
C -5.662 3.907 3.193
C -4.375 4.133 2.917
C -3.589 5.167 3.661
O -2.413 5.331 3.395
O -3.729 3.439 1.957
O -6.226 6.430 5.893
H -3.706 6.705 5.204
H -6.241 3.162 2.665
H -2.812 3.781 1.943
H -7.137 6.076 5.898
C -7.525 7.157 -0.049
C -7.980 8.369 -0.383
C -9.032 9.059 0.426
O -9.402 10.170 0.097
C -9.578 8.356 1.586
C -9.126 7.141 1.916
C -8.055 6.465 1.123
O -7.662 5.367 1.473
O -9.613 6.473 2.978
O -7.512 9.026 -1.457
H -6.763 6.649 -0.624
H -10.350 8.857 2.152
H -9.124 5.626 3.006
H -7.997 9.874 -1.477


This record from the Open Molecules 2025 dataset describes a structure of composition C50H49CoN6O2Se at a distorted geometry. The level of theory is ωB97M-V/def2-TZVPD.

As for the LUMO energy (alpha / beta): 2.06 / 2.05 eV. The highest occupied orbital energy (alpha / beta) is -0.1821 / -0.1847 hartree. The charge is -1. Its spin multiplicity is 4.

Atoms and positions in Å:
Co 11.054 -0.005 20.336
O 11.903 1.607 20.626
C 13.334 1.781 20.666
C 14.132 0.754 19.782
C 13.996 -0.669 20.222
C 15.098 -1.380 20.696
C 14.979 -2.761 20.961
C 13.731 -3.348 20.705
C 12.622 -2.564 20.390
C 11.263 -3.209 20.311
C 10.199 -2.575 21.274
O 9.797 -1.296 20.765
C 10.747 -2.459 22.730
C 10.225 -1.476 23.569
C 10.646 -1.347 24.902
C 11.578 -2.237 25.444
C 12.097 -3.231 24.616
C 11.671 -3.351 23.293
C 8.908 -3.415 21.229
C 7.920 -3.150 20.277
C 6.712 -3.846 20.262
C 6.458 -4.823 21.218
C 7.459 -5.117 22.153
C 8.670 -4.437 22.146
N 12.725 -1.202 20.261
C 13.839 1.670 22.129
C 15.032 2.301 22.500
C 15.605 2.074 23.755
C 14.993 1.293 24.710
C 13.751 0.723 24.378
C 13.185 0.910 23.128
C 13.518 3.205 20.089
C 14.329 3.523 18.980
C 14.219 4.770 18.369
C 13.359 5.747 18.892
C 12.619 5.480 20.038
C 12.682 4.218 20.600
H 15.210 0.939 19.776
H 13.727 0.842 18.754
H 16.048 -0.886 20.847
H 15.811 -3.352 21.314
H 13.641 -4.433 20.736
H 11.401 -4.288 20.518
H 10.899 -3.149 19.279
H 9.478 -0.790 23.186
H 10.215 -0.541 25.495
H 11.909 -2.112 26.481
H 12.846 -3.921 24.976
H 12.060 -4.161 22.708
H 8.099 -2.357 19.552
H 5.993 -3.573 19.489
H 5.538 -5.401 21.207
H 7.308 -5.885 22.894
H 9.416 -4.749 22.858
H 15.555 2.943 21.802
H 16.568 2.530 23.948
H 15.456 1.080 25.667
H 13.183 0.137 25.093
H 12.227 0.458 22.923
H 15.021 2.824 18.552
H 14.790 4.992 17.472
H 13.246 6.715 18.405
H 11.949 6.212 20.467
H 12.017 3.980 21.421
C 10.358 -0.247 13.479
C 8.978 -0.188 14.132
C 8.866 0.184 15.607
C 9.197 -0.913 16.631
N 10.508 -1.561 16.494
C 11.737 -0.957 16.658
Se 12.010 0.832 16.980
N 12.682 -1.955 16.619
C 14.133 -1.788 16.872
C 15.019 -1.811 15.618
C 14.936 -0.544 14.772
C 15.589 0.700 15.378
C 12.082 -3.147 16.226
C 12.609 -4.425 16.123
C 11.727 -5.454 15.780
C 10.369 -5.229 15.646
C 9.826 -3.944 15.819
C 10.710 -2.912 16.112
H 10.244 -0.141 12.390
H 10.874 -1.193 13.615
H 11.039 0.536 13.810
H 8.480 -1.154 14.006
H 8.374 0.523 13.559
H 7.826 0.464 15.803
H 9.474 1.073 15.850
H 8.415 -1.673 16.603
H 9.169 -0.432 17.625
H 14.454 -2.566 17.568
H 14.206 -0.809 17.370
H 14.744 -2.678 14.992
H 16.035 -1.989 15.975
H 13.895 -0.307 14.531
H 15.423 -0.780 13.813
H 14.981 1.140 16.182
H 15.741 1.451 14.592
H 16.590 0.465 15.776
H 13.655 -4.590 16.321
H 12.114 -6.456 15.622
H 9.701 -6.052 15.407
H 8.778 -3.713 15.752
N 9.433 1.066 19.720
C 8.525 1.773 19.494
N 7.550 2.555 19.321
C 7.142 3.097 18.227
N 6.586 3.700 17.401